Entry 1:
4 unconnected molecules or ions with the total composition C30H66O4S, computed with ωB97M-V/def2-TZVPD.

Properties
**HOMO-LUMO gap**: 10.68 eV
**SMILES**: CCC[C@H](C)[C@@H]1COS(=O)(=O)C[C@H]1COCC.CCCCCC.CCCCCC.CCCCCC
**E_LUMO**: 0.533 eV
**Charge**: 0
**Total energy**: -1881.79909 Eh

Positions of all 101 atoms, in Å:
C1 2.966 6.244 3.285
C2 3.159 5.283 2.103
C3 1.938 4.403 1.842
C4 1.523 3.486 3.007
C5 2.667 2.659 3.611
C6 0.351 2.554 2.635
C7 0.631 1.690 1.398
O1 0.228 2.354 0.180
S1 -1.332 2.538 -0.077
O2 -1.821 1.399 -0.791
O3 -1.482 3.849 -0.624
C8 -1.939 2.516 1.583
C9 -0.981 3.310 2.467
C10 -1.630 3.594 3.818
O4 -2.864 4.276 3.730
C11 -2.798 5.554 3.100
C12 -1.823 6.515 3.771
H1 3.384 7.229 3.077
H2 3.444 5.878 4.196
H3 1.906 6.385 3.510
H4 4.042 4.664 2.272
H5 3.369 5.844 1.191
H6 1.104 5.080 1.628
H7 2.088 3.822 0.929
H8 1.138 4.132 3.804
H9 2.503 2.494 4.677
H10 3.636 3.144 3.505
H11 2.749 1.674 3.144
H12 0.226 1.850 3.469
H13 0.130 0.721 1.448
H14 1.693 1.503 1.261
H15 -2.941 2.942 1.537
H16 -2.016 1.476 1.907
H17 -0.774 4.255 1.961
H18 -1.852 2.649 4.319
H19 -0.928 4.147 4.454
H20 -2.547 5.435 2.039
H21 -3.815 5.940 3.149
H22 -2.161 7.543 3.644
H23 -0.815 6.447 3.357
H24 -1.772 6.314 4.843
C13 -1.762 -2.221 -0.309
C14 -0.416 -1.979 0.366
C15 0.589 -1.252 -0.526
C16 0.966 -2.008 -1.801
C17 1.528 -3.411 -1.576
C18 2.803 -3.430 -0.741
H25 -1.659 -2.848 -1.197
H26 -2.453 -2.725 0.368
H27 -2.212 -1.274 -0.612
H28 0.009 -2.930 0.704
H29 -0.576 -1.392 1.277
H30 1.496 -1.044 0.051
H31 0.172 -0.280 -0.809
H32 1.702 -1.413 -2.350
H33 0.092 -2.078 -2.455
H34 1.727 -3.865 -2.550
H35 0.772 -4.043 -1.101
H36 3.581 -2.818 -1.204
H37 3.194 -4.443 -0.637
H38 2.632 -3.042 0.265
C19 1.281 1.565 -3.294
C20 0.655 0.631 -4.322
C21 1.677 -0.137 -5.159
C22 2.620 0.742 -5.984
C23 1.922 1.705 -6.943
C24 1.059 1.006 -7.987
H39 1.873 2.351 -3.766
H40 0.510 2.046 -2.691
H41 1.939 1.013 -2.615
H42 -0.010 1.203 -4.976
H43 0.015 -0.090 -3.807
H44 1.149 -0.829 -5.820
H45 2.282 -0.761 -4.493
H46 3.288 0.092 -6.559
H47 3.265 1.316 -5.313
H48 2.683 2.307 -7.448
H49 1.308 2.411 -6.377
H50 1.655 0.305 -8.578
H51 0.610 1.724 -8.675
H52 0.247 0.442 -7.526
C25 -4.656 -7.260 0.117
C26 -3.628 -7.866 1.066
C27 -3.155 -6.900 2.151
C28 -2.478 -5.632 1.626
C29 -1.274 -5.877 0.719
C30 -0.138 -6.633 1.399
H53 -4.246 -6.413 -0.434
H54 -4.997 -7.992 -0.616
H55 -5.531 -6.905 0.667
H56 -2.770 -8.228 0.491
H57 -4.058 -8.748 1.549
H58 -2.474 -7.427 2.824
H59 -4.014 -6.606 2.762
H60 -2.158 -5.029 2.483
H61 -3.209 -5.023 1.088
H62 -0.903 -4.909 0.374
H63 -1.587 -6.415 -0.181
H64 0.205 -6.099 2.288
H65 0.715 -6.748 0.729
H66 -0.447 -7.632 1.711

***

Entry 2:
2 unconnected molecules or ions with the total composition C2H9N4O in a non-equilibrium geometry, computed with ωB97M-V/def2-TZVPD.

Properties
**HOMO-LUMO gap**: 9.18 eV
**Relative energy (zero: lowest compared OMol25 entry of this formula, charge and spin)**: 512.41 kJ/mol
**E_LUMO**: -4.543 eV
**Charge**: +1
**Total energy**: -375.50236 Eh

Positions of all 16 atoms, in Å:
C1 1.419 1.375 -0.277
C2 -0.402 -0.212 -0.590
N1 -2.735 0.940 0.459
N2 -0.609 -2.483 0.227
N3 -1.005 -1.371 -0.498
N4 0.792 0.083 -0.131
O1 -3.353 0.075 -0.114
H1 0.690 2.108 -0.615
H2 1.826 1.696 0.682
H3 2.235 1.324 -1.000
H4 -0.939 0.572 -1.106
H5 -0.489 -3.305 -0.358
H6 0.196 -2.326 0.824
H7 -1.981 -1.414 -0.796
H8 1.359 -0.623 0.323
H9 -3.361 1.585 1.001

***

Entry 3:
A molecular structure, C30H29N2O3PtSTe in a non-equilibrium geometry, computed with ωB97M-V/def2-TZVPD.

Properties
**HOMO-LUMO gap**: 3.82 eV
**E_LUMO**: 0.828 eV
**Charge**: -1
**Total energy**: -2281.38474 Eh

Positions of all 67 atoms, in Å:
Pt1 0.532 -0.083 -0.332
C1 -2.118 -1.877 1.820
C2 -0.801 -1.223 2.261
C3 -0.859 -0.949 3.765
O1 -0.584 -0.051 1.534
H1 -2.247 -2.840 2.312
H2 -2.103 -2.010 0.741
H3 -2.949 -1.224 2.083
H4 0.025 -1.929 2.078
H5 -1.710 -0.302 3.981
H6 0.055 -0.459 4.095
H7 -0.977 -1.892 4.295
N1 3.772 -3.055 -6.036
C4 3.303 -2.483 -5.143
C5 2.714 -1.792 -4.098
C6 1.388 -1.294 -4.212
C7 0.850 -0.561 -3.202
N2 1.530 -0.242 -2.062
C8 2.789 -0.755 -1.929
C9 3.393 -1.516 -2.880
H8 0.826 -1.488 -5.115
H9 -0.145 -0.141 -3.286
H10 3.301 -0.482 -1.012
H11 4.394 -1.889 -2.720
S1 1.460 1.967 0.296
C10 1.667 3.105 -1.047
C11 2.159 2.704 -2.287
C12 2.432 3.636 -3.267
C13 2.248 4.989 -3.030
C14 1.751 5.394 -1.801
C15 1.461 4.465 -0.820
H12 2.342 1.661 -2.476
H13 2.802 3.294 -4.222
H14 2.494 5.713 -3.795
H15 1.599 6.446 -1.607
H16 1.093 4.783 0.143
O2 -0.341 -2.021 -0.827
C16 0.489 -2.806 -0.274
O3 1.544 -2.444 0.260
C17 0.124 -4.265 -0.245
C18 -0.966 -4.750 -0.955
C19 -1.274 -6.098 -0.905
C20 -0.509 -6.956 -0.131
C21 0.564 -6.471 0.601
C22 0.879 -5.127 0.541
H17 -1.541 -4.063 -1.559
H18 -2.119 -6.481 -1.464
H19 -0.733 -8.014 -0.114
H20 1.152 -7.140 1.217
H21 1.721 -4.720 1.081
C23 -1.216 4.363 2.042
Te1 -0.899 2.164 2.225
C24 -2.098 2.192 0.444
C25 -2.871 3.465 0.429
C26 -4.031 3.596 -0.323
C27 -4.773 4.764 -0.289
C28 -4.350 5.824 0.494
C29 -3.191 5.702 1.240
C30 -2.447 4.532 1.223
H22 -0.370 4.826 1.527
H23 -1.313 4.861 3.007
H24 -2.761 1.328 0.453
H25 -1.440 2.088 -0.426
H26 -4.369 2.768 -0.929
H27 -5.690 4.846 -0.857
H28 -4.930 6.736 0.538
H29 -2.861 6.526 1.858